DFT (ωB97M-V with the def2-TZVPD basis set) results for 2 unconnected molecules or ions with the total composition H3IP2.

Calculated values
ΔE to the lowest compared entry with this formula, charge and spin, kJ/mol: 0.0
LUMO energy, eV: -0.9
Frontier orbital gap, Ha: 0.3173
E, eV: -26725.0068
Spin multiplicity: 1

Each atom is followed by the atoms it is bonded to, with distances in Å.
Cartesian coordinates (Å):
1 P -0.20 -1.16 -1.75  P2 2.041, H4 1.439
2 P -1.68 0.24 -1.73  P1 2.041, H6 1.404
3 I 0.41 0.05 2.30  H5 1.563
4 H 0.56 -0.39 -0.80  P1 1.439
5 H 1.89 0.42 2.64  I3 1.563
6 H -0.99 0.85 -0.66  P2 1.404